(1)
Entry from the Open Molecules 2025 dataset: one molecule with the formula C7H16SSi (the ωB97M-V functional and the def2-TZVPD basis).

Summary:
HOMO-LUMO gap: 9.11 eV
SMILES: C=CSCC[Si](C)(C)C
ΔE to the lowest compared entry with this formula, charge and spin: 0.9 kcal/mol
E_LUMO: 0.031 Ha
Highest occupied orbital energy: -8.25 eV

Each line ends with the Mulliken charge.
CARTESIAN COORDINATES (ANGSTROEM)
S 1.498 -1.010 -1.524  -0.13
C 3.384 0.777 -0.849  -0.73
C 2.314 0.538 -1.605  -0.11
C -0.135 -0.504 -1.984  -0.63
C 0.325 -1.170 1.696  -0.86
C -0.358 1.584 0.691  -0.94
C -2.661 -0.290 1.599  -1.05
C -1.195 -0.858 -0.943  -0.69
Si -0.980 -0.180 0.769  0.19
H 3.782 0.038 -0.163  0.23
H 3.937 1.695 -0.949  0.26
H 1.970 1.277 -2.300  0.37
H -0.324 -0.986 -2.968  0.41
H -0.150 0.571 -2.183  0.28
H 0.360 -0.725 2.702  0.29
H 0.085 -2.222 1.790  0.32
H 1.335 -0.994 1.230  0.22
H -0.529 2.019 1.716  0.31
H 0.639 1.581 0.453  0.31
H -0.899 2.178 -0.067  0.30
H -3.224 0.338 0.898  0.26
H -3.104 -1.285 1.566  0.32
H -2.685 0.180 2.556  0.33
H -1.205 -1.953 -0.829  0.36
H -2.180 -0.599 -1.303  0.40

(2)
Entry from the Open Molecules 2025 dataset: one molecule with the formula C7H16Si (the ωB97M-V functional and the def2-TZVPD basis).

Summary:
HOMO-LUMO gap: 10.08 eV
SMILES: CCCC/C(C)=C\[SiH3]
ΔE to the lowest compared entry with this formula, charge and spin: 89.2 kcal/mol
E_LUMO: 0.036 Ha
Highest occupied orbital energy: -9.09 eV

Each line ends with the Mulliken charge.
CARTESIAN COORDINATES (ANGSTROEM)
C -0.224 0.492 1.466  -0.58
C 0.258 -0.609 0.468  -0.81
C 0.099 1.931 0.860  -0.75
C -0.901 -1.285 -0.287  0.80
C -0.869 -1.431 -1.633  -0.77
C 1.640 2.155 0.994  -0.93
C -1.926 -2.037 0.569  -1.57
Si 0.545 -0.844 -2.792  0.50
H -1.377 0.612 1.635  0.33
H 0.189 0.150 2.394  0.30
H 0.956 -0.152 -0.135  0.30
H 0.706 -1.463 0.905  0.47
H -0.401 2.577 1.608  0.37
H -0.119 2.101 -0.120  0.42
H -1.650 -1.851 -2.299  0.40
H 1.722 3.178 1.193  0.38
H 2.075 1.885 -0.041  0.21
H 2.227 1.502 1.699  0.25
H -2.004 -1.710 1.566  0.39
H -1.801 -3.061 0.627  0.40
H -2.920 -1.771 0.181  0.36
H 1.634 -1.691 -2.586  -0.14
H 0.615 0.558 -2.521  -0.14
H 0.269 -0.954 -4.391  -0.17

(3)
Entry from the Open Molecules 2025 dataset: a 2-piece molecular cluster, C7H17BIO3 overall (the ωB97M-V functional and the def2-TZVPD basis).

Summary:
Total charge: -1
HOMO-LUMO gap: 7.37 eV
ΔE to the lowest compared entry with this formula, charge and spin: 0.0 kcal/mol
E_LUMO: 0.109 Ha
Highest occupied orbital energy: -4.41 eV

Each line ends with the Mulliken charge.
CARTESIAN COORDINATES (ANGSTROEM)
C 3.456 2.272 0.480  -1.10
C 3.440 0.754 0.350  -0.38
C 2.154 0.084 0.848  -0.59
I 2.457 -0.768 2.826  -0.17
B 0.816 1.006 0.865  1.15
O 0.548 1.575 -0.482  -0.72
C -0.869 1.741 -0.545  -0.38
C -1.430 0.966 0.682  -0.45
O -0.386 0.141 1.085  -0.72
H 4.422 2.642 0.124  0.43
H 3.377 2.566 1.523  0.23
H 2.680 2.743 -0.111  0.20
H 3.640 0.484 -0.686  0.24
H 4.287 0.378 0.924  0.37
H 1.948 -0.783 0.229  0.33
H 0.783 1.879 1.747  -0.33
H -1.197 1.295 -1.486  0.19
H -1.077 2.812 -0.503  0.26
H -2.353 0.431 0.462  0.21
H -1.627 1.725 1.456  0.25
C -2.541 -3.521 -1.276  -1.18
C -2.689 -2.149 -0.642  0.01
O -3.186 -1.198 -1.585  -0.51
H -1.864 -3.470 -2.129  0.30
H -2.147 -4.243 -0.559  0.33
H -3.505 -3.889 -1.639  0.33
H -1.726 -1.775 -0.298  0.19
H -3.361 -2.191 0.223  0.24
H -4.048 -1.505 -1.883  0.26

(4)
Entry from the Open Molecules 2025 dataset: a 3-piece molecular cluster, C7H17Br4O4P overall (the ωB97M-V functional and the def2-TZVPD basis).

Summary:
Total charge: +1
<S²>: 0.75
2S+1: 2
HOMO-LUMO gap (alpha / beta): 8.66 / 3.15 eV
E_LUMO (alpha / beta): -0.162 / -0.364 Ha
Highest occupied orbital energy (alpha / beta): -13.07 / -13.07 eV

Each line ends with the Mulliken spin population.
CARTESIAN COORDINATES (ANGSTROEM)
Br -1.878 1.315 2.549  0.79
C -2.376 2.538 1.022  -0.05
C -2.757 1.605 -0.058  0.04
Br -4.088 2.333 -1.350  0.05
H -1.464 3.082 0.776  0.00
H -3.193 3.189 1.333  0.01
H -3.124 0.641 0.294  0.01
H -1.810 1.370 -0.546  0.00
Br -1.758 -2.012 0.071  0.13
C -0.679 -3.756 -0.154  0.00
C -0.472 -4.035 -1.677  0.00
Br 0.845 -5.599 -1.806  0.00
H -1.300 -4.505 0.338  0.00
H 0.272 -3.517 0.321  0.00
H -0.244 -3.199 -2.337  0.00
H -1.316 -4.410 -2.256  0.00
C 0.778 0.202 -1.415  0.01
O 1.967 0.621 -0.872  0.00
P 2.151 1.152 0.652  0.00
O 3.548 1.378 1.055  0.00
O 1.155 2.460 0.648  0.00
C 1.372 3.593 -0.102  0.00
O 1.331 0.027 1.521  0.01
C 1.807 -1.305 1.806  0.00
H 0.480 0.958 -2.142  0.00
H 0.013 -0.046 -0.679  -0.01
H 0.861 -0.738 -1.960  0.00
H 2.330 3.557 -0.620  0.00
H 1.347 4.429 0.598  0.00
H 0.570 3.610 -0.839  0.00
H 0.885 -1.877 1.915  0.00
H 2.209 -1.367 2.817  0.00
H 2.541 -1.693 1.100  0.00

Number 1: strongest force on any atom 0.0664 hartree/bohr. Number 2: strongest force on any atom 0.1346 hartree/bohr. Number 3: strongest force on any atom 0.0211 hartree/bohr. Number 4: strongest force on any atom 0.0903 hartree/bohr.